The following is a DFT calculation (ωB97M-V with the def2-TZVPD basis set) of one molecule with the formula C5H9N at a distorted geometry.

```
15
Properties=species:S:1:pos:R:3:lowdin_charge:R:1
N -1.59425 0.01947 -1.29929 0.09
C 1.07274 -0.34787 -0.17249 -0.15
C -1.24738 0.44094 -0.03623 -0.45
C 2.33679 -1.02964 0.35792 -0.10
C -1.92230 1.41111 0.59566 0.01
C -0.01222 -0.13217 0.56270 -0.08
H 2.48836 -0.76861 1.40351 0.07
H 2.30062 -2.10510 0.21196 0.07
H 3.16837 -0.62788 -0.22041 0.06
H -1.12268 -0.75446 -1.73238 0.09
H 1.23600 0.00711 -1.18255 0.10
H -1.59458 1.87898 1.51183 0.05
H -0.06833 -0.34188 1.62127 0.11
H -2.90505 1.72695 0.25972 0.05
H -2.13608 0.62306 -1.88123 0.09
```

- SMILES string: C=C(N)/C=C/C
- Spin multiplicity: 1



The following is a DFT calculation (ωB97M-V with the def2-TZVPD basis set) of a 5-piece molecular cluster, C10H25BrN5O8S overall.

```
50
Properties=species:S:1:pos:R:3:lowdin_charge:R:1
Br -0.85293 -0.29576 5.15163 0.72
S -0.49670 -2.37358 0.60358 1.15
O 1.17510 4.66364 5.45976 0.09
O 0.47450 2.67725 5.92591 0.01
O 1.14541 0.67963 0.08933 0.01
O 0.10113 -2.72054 -3.25132 0.04
O 1.41965 3.55094 -5.35520 0.09
O 2.10301 -1.94321 -3.13778 0.07
O 2.41539 1.99195 1.21896 0.10
O 1.87878 2.17614 -3.76509 0.04
N 1.31202 -2.85750 -3.18679 -0.44
N 1.23583 2.52884 -4.73971 -0.44
N 0.87877 3.53100 5.15851 -0.45
N 2.14556 1.37765 0.21823 -0.41
N -3.38702 -1.50467 -0.14617 0.15
C 1.86341 -4.24060 -3.17081 0.06
C -2.03586 -1.58658 4.32949 -0.60
C 3.09260 1.46985 -0.92437 0.07
C -0.65452 -1.57309 2.21778 -0.40
C -2.06236 -1.45062 2.81203 -0.33
C 0.14689 1.63784 -5.22656 0.05
C -2.60444 0.83679 -0.40731 -0.01
C -1.10507 -1.26391 -0.65242 -0.35
C -2.47776 -0.66045 -0.37686 -0.46
C 1.01551 3.11855 3.73520 0.02
H -2.50220 -0.49041 2.53542 0.10
H 0.03669 2.77758 3.41434 0.09
H 3.20001 2.52504 -1.15786 0.11
H -0.31221 -0.52732 -0.79225 0.06
H 2.43497 -4.34573 -2.25325 0.10
H 1.03646 -4.93744 -3.22607 0.10
H 1.35778 3.97003 3.15966 0.09
H 4.03990 1.06773 -0.57637 0.11
H -2.64953 1.21587 0.62056 0.09
H 2.52554 -4.32812 -4.02715 0.11
H -0.00221 -2.18551 2.84915 0.09
H -0.15227 -0.61054 2.06967 0.08
H -1.75684 1.32076 -0.89319 0.08
H -3.02568 -1.41470 4.74850 0.07
H -1.69122 -2.57359 4.64051 0.07
H -1.15009 -1.87791 -1.55864 0.08
H -4.29739 -1.06695 0.00182 0.09
H -3.52871 1.12735 -0.91155 0.09
H 2.68537 0.91934 -1.76259 0.08
H 0.38509 1.37902 -6.25390 0.10
H 0.10865 0.76401 -4.58828 0.08
H -0.77158 2.21652 -5.19875 0.10
H 1.72814 2.30198 3.69805 0.09
H -1.55846 -3.20058 0.65651 0.03
H -2.71598 -2.23236 2.40937 0.10
```

- Spin multiplicity: 1
- Net charge: +1



The following is a DFT calculation (ωB97M-V with the def2-TZVPD basis set) of C4H7NO2 as an isolated structure.

```
14
Properties=species:S:1:pos:R:3:lowdin_charge:R:1
O -0.56305 -0.36092 2.31683 0.05
O 0.70781 -0.09992 -1.14813 -0.02
N 0.15843 -1.71628 1.53334 0.28
C -0.05594 0.35473 -0.04736 -0.43
C 0.04557 1.80944 0.33188 0.02
C -0.09944 -0.56108 1.11305 -0.47
C -0.70215 -0.10366 -1.28771 -0.06
H -0.02709 2.43169 -0.56312 0.09
H 1.28870 -2.91245 -0.09896 0.05
H -0.75868 2.07553 1.02397 0.10
H 1.00349 2.00808 0.82182 0.10
H -1.16422 -1.08925 -1.32735 0.13
H 1.27913 -2.48673 -0.71005 0.05
H -1.11256 0.65081 -1.95821 0.12
```

- Spin multiplicity: 1



The following is a DFT calculation (ωB97M-V with the def2-TZVPD basis set) of C26H46B2F14HfN4O6S2 as an isolated structure at a distorted geometry.

```
101
Properties=species:S:1:pos:R:3:lowdin_charge:R:1
Hf -11.41285 -20.12369 20.26590 1.49
S -10.06834 -26.30329 22.49221 0.60
S -10.71875 -24.41973 15.07632 0.62
F -17.55255 -22.24319 20.89288 0.11
F -16.65374 -24.25556 21.09727 0.18
F -10.67550 -28.94398 22.11218 0.15
F -12.34615 -27.75743 22.88090 0.14
F -17.13360 -23.61563 19.02538 0.10
F -13.12242 -24.71164 13.70517 0.12
F -14.30234 -18.34696 22.90122 0.17
F -13.39670 -17.38428 24.67246 0.17
F -13.43475 -19.52715 24.02406 0.19
F -11.67420 -27.59697 20.73420 0.12
F -12.20349 -26.42204 14.76725 0.14
F -15.51652 -22.73158 20.16368 0.12
F -15.17619 -18.76858 24.97103 0.20
F -11.21688 -25.85218 12.96626 0.12
O -9.92093 -26.33821 23.97687 -0.19
O -10.75837 -25.08254 21.98581 -0.24
O -11.42464 -23.61892 16.14744 -0.22
O -10.04165 -23.61062 14.09418 -0.19
O -9.76389 -25.37301 15.74461 -0.16
O -8.81745 -26.68434 21.87770 -0.18
N -22.00098 -21.56735 25.43258 0.01
N -22.31977 -21.94526 16.34861 0.04
N -19.61496 -14.79213 16.60224 -0.28
N -16.17481 -24.98159 29.78886 -0.24
C -21.71246 -15.39843 17.65792 -0.14
C -21.74698 -20.76843 26.50433 -0.07
C -16.89238 -24.82971 31.17670 -0.08
C -20.68053 -16.28088 18.44303 -0.10
C -20.96090 -14.24794 17.00337 -0.12
C -23.57988 -21.67240 16.75798 -0.12
C -22.65568 -21.14353 27.50260 -0.07
C -19.35882 -16.00015 17.61902 -0.05
C -14.97693 -24.05490 29.67648 0.03
C -18.47360 -13.82395 16.66935 0.05
C -24.27453 -21.10179 15.76148 -0.07
C -17.27223 -27.04623 29.11245 -0.18
C -23.31587 -20.90188 14.72206 -0.07
C -15.93294 -26.48119 29.52367 -0.09
C -16.84246 -23.33550 31.57753 -0.23
C -23.48655 -22.12989 26.92585 -0.07
C -17.22566 -24.68996 28.69904 -0.09
C -22.17572 -21.58093 15.06376 -0.10
C -11.94143 -25.36333 14.02760 -0.58
C -17.94689 -23.07181 32.61908 -0.09
C -19.78209 -15.46597 15.24274 -0.10
C -18.49981 -16.10656 14.56251 -0.22
C -11.30515 -27.77319 22.03559 -0.59
C -23.07530 -22.36412 25.61125 -0.06
C -18.85721 -16.64546 13.16781 -0.08
C -17.98519 -25.95660 28.39961 -0.15
B -14.12917 -18.43297 24.21645 -1.56
B -16.76571 -23.20916 20.30188 -1.50
H -17.88642 -23.88997 29.03297 0.13
H -17.80841 -25.41609 31.24836 0.14
H -20.82551 -17.35156 18.58702 0.12
H -21.61259 -22.49476 16.81558 0.17
H -19.10950 -16.87989 17.02573 0.11
H -14.43829 -24.15687 30.61859 0.11
H -18.63525 -13.20733 17.55353 0.12
H -17.72579 -27.35951 30.05279 0.11
H -14.24433 -24.44117 28.96782 0.11
H -22.43624 -14.86602 18.27500 0.12
H -15.84687 -23.13027 31.97094 0.11
H -18.03612 -26.11097 27.32179 0.13
H -25.25071 -20.67287 15.93321 0.11
H -21.45530 -21.70165 24.59336 0.16
H -17.59424 -15.51227 14.44061 0.11
H -18.60653 -15.75108 18.36744 0.13
H -15.37077 -23.06367 29.45186 0.11
H -23.22728 -23.02758 24.77272 0.13
H -23.44106 -20.46641 13.74170 0.10
H -17.69181 -14.57386 16.54879 0.10
H -18.03300 -16.84946 15.20927 0.10
H -24.29793 -22.56360 27.49149 0.10
H -18.90407 -23.30731 32.15385 0.08
H -20.64574 -16.11761 15.37536 0.13
H -17.22574 -22.65838 30.81417 0.11
H -16.56606 -24.33839 27.90567 0.14
H -17.72807 -23.75449 33.44015 0.08
H -17.94271 -16.96913 12.67079 0.09
H -18.02258 -22.02046 32.89663 0.09
H -22.23951 -16.00413 16.92073 0.11
H -19.64117 -17.39839 13.24903 0.08
H -21.16519 -19.85979 26.45635 0.12
H -22.81847 -20.68070 28.46472 0.10
H -21.44187 -13.63151 16.24392 0.15
H -20.44185 -15.90122 19.43651 0.11
H -19.02954 -25.96501 28.71161 0.13
H -21.38147 -21.97569 14.44753 0.13
H -16.15389 -25.38046 31.75930 0.13
H -20.09300 -14.68945 14.54384 0.13
H -15.47544 -27.00042 30.36581 0.14
H -19.33184 -15.84140 12.60539 0.08
H -18.67814 -13.26568 15.75580 0.12
H -15.33844 -26.57478 28.61488 0.14
H -17.29023 -28.03107 28.64570 0.14
H -23.99808 -22.01402 17.69328 0.13
H -20.77139 -13.54786 17.81705 0.13
```

- Spin multiplicity: 1
- Net charge: +2



no.,Kohn-Sham gap (eV),highest occupied orbital energy (Ha),LUMO level (eV)
1,8.88,-0.2855,1.114
2,9.80,-0.4699,-2.992
3,10.17,-0.3652,0.233
4,0.99,-0.4256,-10.595